{"formula": "C4H20F5NO6P", "method": "wB97M-V/def2-TZVPD", "lumo_energy_ev": -2.954, "total_energy_ha": -1511.0192, "spin_multiplicity": 1, "largest_force_ha_per_bohr": 0.022, "gap_ev": 10.88, "charge": 1, "elements": ["C", "C", "N", "P", "C", "F", "F", "C", "F", "F", "F", "H", "H", "H", "H", "H", "H", "H", "H", "O", "H", "H", "O", "H", "H", "O", "H", "H", "O", "H", "H", "O", "H", "H", "O", "H", "H"], "coordinates": [[-1.711308, 0.171237, 1.582668], [-2.082505, -0.460421, 0.234387], [-0.926926, -0.415208, -0.744333], [0.514795, -0.991226, -0.183949], [1.952988, 0.208342, -0.403356], [2.710843, -0.309248, -1.399046], [2.674480, 0.216672, 0.740090], [1.552384, 1.673825, -0.783964], [1.342477, 1.687187, -2.097090], [0.432807, 2.039806, -0.163292], [2.523515, 2.500409, -0.455619], [-0.754809, 0.701634, 1.532904], [-1.662656, -0.594879, 2.357240], [-2.459472, 0.912836, 1.862594], [-2.888270, 0.104603, -0.234883], [-2.416272, -1.495124, 0.341915], [-1.166280, -0.965210, -1.569737], [0.921341, -2.121102, -0.919392], [0.500761, -1.353440, 1.163131], [-3.456337, 1.768116, 4.060867], [-4.156056, 2.425116, 3.956123], [-3.357705, 1.690527, 5.016503], [1.349054, -0.334955, -4.381864], [2.198232, -0.761974, -4.197854], [1.349336, 0.468024, -3.853198], [4.043233, -1.485168, -4.506859], [4.968373, -1.223188, -4.469737], [4.017287, -2.189563, -5.162893], [-2.588647, 3.499477, 1.807984], [-2.597214, 3.164157, 2.712552], [-1.873063, 4.141429, 1.778329], [-0.941303, -0.914450, 4.488943], [-1.639404, -0.251267, 4.486378], [-0.753407, -1.092369, 5.415871], [1.266130, -3.460811, -2.326110], [2.098675, -3.904872, -2.522623], [1.014925, -3.048923, -3.162683]], "atomic_forces_ev_per_a": [[-0.23, -0.27, -0.17], [-0.05, 0.55, -0.02], [0.00, -1.09, 0.38], [-0.15, -0.09, -0.30], [0.18, 0.02, 0.20], [-0.05, 0.21, 0.35], [-0.27, -0.04, -0.32], [0.05, -0.51, 0.11], [-0.09, 0.39, -0.08], [0.16, 0.02, 0.11], [0.04, 0.07, -0.17], [-0.13, 0.00, 0.06], [0.13, 0.17, -0.07], [0.14, -0.11, 0.01], [0.15, -0.06, -0.07], [0.03, 0.10, 0.04], [-0.01, 0.39, -0.17], [0.17, 0.05, -0.09], [-0.03, 0.23, 0.10], [0.05, 0.18, 0.12], [-0.12, -0.14, -0.04], [-0.01, 0.04, 0.00], [-0.24, -0.34, 0.37], [0.20, 0.25, -0.20], [0.07, 0.00, -0.17], [-0.04, -0.23, 0.07], [-0.01, 0.10, 0.04], [0.00, 0.05, -0.07], [0.03, -0.07, -0.02], [0.12, -0.05, 0.03], [-0.05, 0.06, 0.01], [0.04, 0.03, -0.05], [0.00, 0.00, 0.08], [-0.02, -0.01, 0.00], [-0.02, 0.16, -0.12], [0.01, -0.04, 0.10], [-0.02, 0.01, -0.05]]}

***

{"formula": "C2H4N3P", "method": "wB97M-V/def2-TZVPD", "lumo_energy_ev": 0.278, "total_energy_ha": -584.0858, "spin_multiplicity": 1, "largest_force_ha_per_bohr": 0.096, "gap_ev": 9.63, "e_above_lowest_ev": 3.343, "elements": ["C", "C", "N", "N", "N", "P", "H", "H", "H", "H"], "coordinates": [[0.885330, 0.050218, -0.832934], [-0.089305, 0.190414, 0.242256], [0.387439, -0.662043, -1.753474], [-1.093398, -0.554835, 0.183108], [-0.781397, -1.088502, -1.619445], [0.267629, 1.491513, 1.560699], [1.684166, 0.709215, -1.118288], [-0.821757, -2.106451, -1.438179], [0.669561, 0.742541, 2.688928], [-1.108270, 1.227930, 2.087330]], "atomic_forces_ev_per_a": [[-0.38, 1.38, -1.11], [1.01, 0.03, 1.46], [2.57, -0.33, -1.88], [-0.45, -0.32, -2.34], [-2.49, -0.88, 4.16], [-2.46, -0.62, 0.58], [0.63, -0.05, 0.60], [-0.11, 0.38, -0.63], [0.53, -0.46, -0.33], [1.16, 0.89, -0.51]]}

***

{"formula": "C14H24N4O5Ti", "method": "wB97M-V/def2-TZVPD", "lumo_energy_ev": [-0.019, -0.445], "total_energy_ha": -1992.4401, "spin_multiplicity": 3, "largest_force_ha_per_bohr": 0.072, "gap_ev": [4.65, 7.13], "e_above_lowest_ev": 0.000, "elements": ["O", "H", "Ti", "N", "N", "O", "O", "C", "C", "C", "C", "H", "H", "H", "H", "H", "H", "H", "H", "O", "H", "H", "C", "H", "H", "H", "O", "H", "H", "N", "C", "C", "C", "C", "C", "C", "C", "C", "N", "C", "H", "H", "H", "H", "H", "H", "H", "H"], "coordinates": [[2.615278, -2.134619, 1.248051], [2.515621, -2.319303, 2.192303], [0.336212, 0.046489, -0.405393], [0.937861, 1.380696, -1.866471], [-0.766661, -0.349898, -2.182363], [1.885891, 2.405464, -1.677802], [-1.943790, -1.134653, -2.163293], [0.483718, 1.329968, -3.132076], [-0.539890, 0.376323, -3.309163], [1.017117, 2.276436, -4.131230], [-1.336404, 0.273193, -4.556220], [1.990861, 2.663848, -3.821641], [0.337154, 3.130268, -4.265698], [1.121657, 1.786688, -5.107248], [-2.350400, -0.119298, -4.407535], [-0.822528, -0.344815, -5.310726], [-1.447877, 1.277843, -4.993026], [2.271277, 2.243203, -0.793056], [-2.053523, -1.443770, -3.086457], [-1.657736, 1.522308, -0.275573], [-1.659348, 2.222747, 0.401292], [-2.102193, 1.890456, -1.058502], [1.172158, -2.232602, -0.594161], [1.500280, -2.726305, 0.314336], [1.991469, -2.001748, -1.296431], [0.407378, -2.789946, -1.161423], [2.075047, 0.229137, 0.115575], [2.507647, -1.157081, 1.123810], [2.828676, 0.109084, -0.500979], [-1.361991, -1.191576, 0.417993], [-1.290450, -1.195796, 1.849675], [-1.940212, -2.130981, 2.632265], [-1.779873, -2.073706, 4.033241], [-0.985583, -1.104873, 4.629796], [-0.333342, -0.109966, 3.852048], [0.506860, 0.898076, 4.356690], [1.071283, 1.821092, 3.493565], [0.842169, 1.730203, 2.123416], [0.113307, 0.721606, 1.612516], [-0.517547, -0.169420, 2.438553], [-1.411789, -2.116045, -0.014706], [-2.192510, -0.714602, 0.056755], [-2.561728, -2.895823, 2.163703], [-2.290468, -2.808536, 4.654125], [-0.846815, -1.075642, 5.712674], [0.696589, 0.937826, 5.428532], [1.711976, 2.622140, 3.852360], [1.255170, 2.445910, 1.407899]], "atomic_forces_ev_per_a": [[2.21, 0.84, 2.80], [0.24, 0.29, -0.07], [-0.29, -2.27, 1.08], [0.02, 0.34, -0.97], [-0.14, 0.53, -1.11], [0.06, -0.20, 0.46], [0.35, -0.08, -1.07], [0.37, 0.09, 1.52], [-0.21, -0.38, 1.38], [-0.02, 0.17, -0.99], [-0.04, 0.19, -0.73], [-0.28, -0.13, -0.12], [0.16, -0.10, 0.03], [-0.03, 0.14, 0.14], [0.27, 0.11, 0.01], [-0.23, 0.08, 0.17], [0.00, -0.35, 0.06], [-0.40, -0.27, -0.40], [-0.04, -0.04, 0.74], [-0.39, 0.61, -0.21], [0.13, -0.44, -0.23], [0.27, -0.16, 0.29], [-2.46, 1.19, -2.51], [-0.89, 0.16, -0.98], [-0.04, -0.33, 0.35], [0.10, 0.14, -0.05], [2.26, 0.73, -0.29], [-0.09, -0.78, 0.19], [-0.73, -0.05, 0.40], [-0.17, 0.23, -0.73], [0.08, 0.41, 0.68], [0.03, -0.05, 0.74], [-0.13, -0.16, -0.33], [0.12, 0.36, -0.22], [-0.75, -1.02, -0.48], [0.19, 0.07, 0.97], [0.23, 0.58, -1.15], [0.64, 0.72, 1.27], [-0.78, -0.79, -1.73], [-0.10, -0.57, 0.35], [0.36, 0.21, 0.42], [0.16, 0.06, 0.41], [0.18, 0.16, 0.18], [0.14, 0.14, -0.13], [-0.10, -0.09, -0.29], [-0.03, 0.04, -0.24], [-0.16, -0.10, 0.04], [-0.03, -0.24, 0.35]]}